[1]
ORCA calculation (ωB97M-V with the def2-TZVPD basis set) on a 13-piece molecular cluster, C4H36N3O12 overall at a distorted geometry.

Geometry (Å):
1 C -1.759492 0.264222 -2.456274
2 C -0.483260 0.731777 -1.648110
3 C -0.646821 0.893433 -0.033698
4 N 1.545151 -1.204798 -0.030543
5 C 0.333114 -1.198265 0.747015
6 N -0.625142 -0.300578 0.741423
7 N -2.255464 -1.048949 -1.708220
8 H -1.385200 0.110295 -3.457359
9 H -2.470261 1.096528 -2.375986
10 H -0.155497 1.654703 -2.105828
11 H 0.359015 0.051621 -1.765575
12 H -1.595678 1.421385 0.074243
13 H 0.312660 1.580684 0.154839
14 H 1.845924 -0.388010 -0.517280
15 H 2.284113 -1.933452 -0.002907
16 H 0.227806 -2.148387 1.461537
17 H -2.906212 -1.649240 -2.232629
18 H -2.814427 -0.750194 -0.792088
19 H -1.430770 -1.576272 -1.461520
20 H -1.988819 2.135138 2.324315
21 H -2.051617 1.283201 3.706971
22 O -2.607150 1.640870 2.979741
23 H 3.026378 2.350220 -2.894900
24 H 2.063576 2.356503 -1.748335
25 O 2.136709 1.919996 -2.583006
26 H -0.677928 0.273784 3.002439
27 H 0.040968 0.651466 4.352846
28 O -0.223006 1.061753 3.577664
29 H -1.241816 4.221271 1.244676
30 H -0.284759 3.143297 1.645376
31 O -1.219177 3.251037 1.287111
32 H -3.343502 -2.419033 1.157206
33 H -2.253779 -1.356640 0.875546
34 O -2.596663 -2.219136 0.618515
35 H 3.985566 -0.803077 -0.128046
36 H 4.337322 -1.486141 1.224798
37 O 4.380271 -1.595637 0.251153
38 H 3.486598 1.728630 1.297331
39 H 2.239417 0.884512 1.334540
40 O 3.021573 0.953470 0.890016
41 H -4.242504 1.484155 0.480929
42 H -3.632934 0.919818 1.649484
43 O -3.852403 0.705029 0.756134
44 H -0.175510 -4.218257 0.438449
45 H 0.030810 -4.331727 -1.007036
46 O -0.054406 -3.638746 -0.387758
47 H 3.188747 -0.781763 -2.783441
48 H 1.990771 -0.273650 -3.505536
49 O 2.575037 -1.029753 -3.426218
50 H 0.720325 -2.302653 -3.289010
51 H 0.427994 -2.310252 -1.787362
52 O 0.132705 -2.262157 -2.596123
53 H 0.750971 2.114962 2.726314
54 H 1.472563 3.378778 2.210831
55 O 1.374841 2.415909 2.110264

Cartesian forces, eV/Å:
1.664 -0.248 2.590
-0.769 -0.970 1.159
2.346 1.665 -3.052
-2.110 -0.904 1.525
1.235 -0.414 -0.309
1.306 -2.102 0.788
-1.959 3.059 0.281
-0.640 -0.637 -0.304
-0.338 -0.819 -0.161
-0.159 0.411 0.159
-0.366 -0.181 -0.545
0.513 -0.056 0.629
-2.276 -1.287 0.153
-0.192 0.568 -0.096
-1.121 0.540 0.528
0.189 2.397 -1.765
0.481 0.294 0.032
1.487 -0.799 -2.130
0.111 -0.477 0.109
-1.366 -0.808 1.759
-0.703 0.881 -0.937
0.669 0.388 -0.737
-2.408 -1.367 0.438
-0.417 0.310 1.197
3.016 1.014 -1.627
1.711 2.637 1.404
1.083 -1.241 2.556
-2.077 -2.118 -3.659
-0.686 -0.214 -0.003
-1.458 -0.421 -0.937
1.949 1.283 0.647
-0.884 -0.081 0.669
0.346 0.326 0.640
0.329 -0.529 -0.645
0.281 0.294 0.576
0.020 0.202 -0.991
0.012 -0.461 0.490
-0.781 -1.168 -0.549
-3.098 -0.053 1.904
4.628 1.007 -1.827
-1.488 2.413 -1.274
0.762 -0.019 1.744
0.753 -2.605 -0.760
0.081 1.660 -1.428
0.199 -1.059 -1.788
-0.401 -1.118 3.205
1.668 0.577 1.507
-0.023 0.342 -0.012
-1.508 -0.816 -1.588
2.651 -0.082 -1.672
3.581 -0.584 6.344
-6.075 0.556 -4.898
-1.533 -1.056 2.156
0.281 -0.536 0.211
1.487 2.404 -1.706

Output
ΔE to the lowest compared entry with this formula, charge and spin = 111.53 kcal per mole
total charge = +1
LUMO = -2.55 eV
HOMO-LUMO gap = 9.52 eV
multiplicity = 1

[2]
ORCA calculation (ωB97M-V with the def2-TZVPD basis set) on C26H47BiN4O5S5 as an isolated structure.

Geometry (Å):
1 Bi 1.352500 -0.542460 -0.283120
2 C 2.295574 2.073917 2.830443
3 C 0.772032 1.996282 2.855320
4 S 0.207954 0.311950 2.423010
5 C -0.807228 -0.264803 3.833847
6 C -1.014603 -1.794025 3.750924
7 S -0.745078 -2.552986 2.093226
8 C 0.503832 -3.824201 2.464526
9 C 1.824843 -3.315601 3.018988
10 S 2.877306 -2.392717 1.833723
11 C 3.493694 -1.078379 2.953117
12 C 4.185303 0.051747 2.212514
13 S 3.081953 1.253859 1.379876
14 H 2.722819 1.602982 3.713948
15 H 2.618185 3.112736 2.787900
16 H 0.328907 2.680941 2.134692
17 H 0.404751 2.249250 3.849500
18 H -1.752020 0.272090 3.810733
19 H -0.278224 -0.001551 4.747951
20 H -2.026510 -2.054017 4.051700
21 H -0.332857 -2.302423 4.428373
22 H 0.642719 -4.349484 1.520104
23 H 0.062268 -4.528252 3.170013
24 H 2.412466 -4.163433 3.369828
25 H 1.669039 -2.645436 3.863194
26 H 4.202081 -1.554031 3.631474
27 H 2.637852 -0.707033 3.514183
28 H 4.845963 -0.323429 1.429054
29 H 4.798181 0.625620 2.906946
30 O 4.693200 2.608349 -4.317376
31 C 5.283355 1.458832 -4.084465
32 O 6.331894 1.127751 -4.560373
33 C 4.582212 0.496125 -3.158447
34 C 5.079577 -0.768231 -2.900294
35 N 4.243397 -1.366169 -2.041071
36 N 3.222597 -0.561023 -1.719086
37 C 3.414544 0.576920 -2.387719
38 C 2.425320 1.678308 -2.169375
39 O 2.469591 2.699035 -2.822703
40 O 1.549650 1.429908 -1.238539
41 H 3.853716 2.742104 -3.826678
42 H 5.972191 -1.233679 -3.288065
43 H 4.316022 -2.292421 -1.654662
44 C -4.119383 2.507062 -2.783492
45 C -3.026107 3.525326 -3.112502
46 C -2.156213 3.949073 -1.924964
47 C -1.277193 2.844789 -1.344396
48 N -2.049185 1.928688 -0.495503
49 C -1.998071 0.614149 -0.458623
50 S -0.981780 -0.330365 -1.535481
51 N -2.814499 -0.071587 0.327092
52 C -3.750407 0.500177 1.288246
53 C -5.094598 0.916503 0.687967
54 C -6.096699 1.310790 1.776298
55 C -5.677315 2.557299 2.555712
56 H -4.808122 2.416517 -3.622439
57 H -4.702277 2.829149 -1.916223
58 H -3.709543 1.514469 -2.588767
59 H -3.496073 4.424025 -3.514180
60 H -2.381146 3.127680 -3.899915
61 H -2.786782 4.377424 -1.136273
62 H -1.484882 4.743599 -2.253403
63 H -0.481796 3.282588 -0.738959
64 H -0.808205 2.272430 -2.139208
65 H -2.786100 2.377217 0.033438
66 H -2.792940 -1.072544 0.218851
67 H -3.264795 1.353974 1.768299
68 H -3.926476 -0.262362 2.049383
69 H -5.488421 0.084103 0.101584
70 H -4.962746 1.762830 0.007104
71 H -6.237353 0.472227 2.463828
72 H -7.060544 1.495154 1.301631
73 H -4.780551 2.380492 3.154064
74 H -6.467472 2.865250 3.238457
75 H -5.482908 3.391100 1.877079
76 C 0.873506 -4.208938 -3.433684
77 C 2.086737 -4.722754 -2.656616
78 C 1.933938 -3.996577 -1.329066
79 O 1.303428 -2.729082 -1.640379
80 C 0.824655 -2.750305 -3.016224
81 H -0.030891 -4.726347 -3.111889
82 H 0.974121 -4.317070 -4.510807
83 H 3.012929 -4.438146 -3.159036
84 H 2.082313 -5.802057 -2.524208
85 H 2.874859 -3.812745 -0.806570
86 H 1.277724 -4.553477 -0.656271
87 H 1.492659 -2.136682 -3.628266
88 H -0.176321 -2.325943 -3.038794

Cartesian forces, eV/Å:
-0.409 -0.103 0.352
0.055 -0.146 -0.274
-0.075 -0.361 -0.069
0.085 0.155 0.228
0.028 -0.020 -0.381
0.143 -0.044 -0.310
0.026 0.138 0.060
-0.135 0.303 0.031
0.209 0.019 -0.137
-0.043 0.180 0.223
0.043 -0.292 -0.151
-0.212 0.116 -0.101
0.343 -0.042 0.327
0.002 0.035 0.026
0.008 0.009 0.105
0.026 0.062 0.051
-0.021 0.067 -0.022
-0.065 -0.070 0.037
-0.028 -0.002 0.035
-0.004 0.072 0.069
-0.018 0.024 0.057
-0.008 -0.069 0.017
0.076 -0.051 -0.003
-0.010 -0.001 0.045
-0.025 -0.032 0.036
-0.007 0.078 0.061
-0.001 -0.001 0.068
0.044 0.035 0.014
0.056 -0.015 -0.017
0.209 0.291 -0.248
-0.065 -0.273 0.185
-0.005 0.025 -0.040
-0.064 0.059 -0.015
0.034 0.122 -0.079
0.073 -0.003 -0.135
0.136 0.197 -0.041
0.224 -0.051 -0.044
-0.128 0.086 0.069
-0.005 -0.038 0.107
0.051 -0.124 -0.073
-0.107 -0.106 0.079
-0.023 -0.046 0.036
-0.041 -0.055 0.032
0.109 0.154 -0.107
-0.053 -0.038 0.183
-0.084 -0.203 -0.142
0.077 0.275 -0.067
0.006 0.059 0.089
0.054 -0.124 -0.357
-0.479 -0.067 -0.195
-0.040 -0.036 0.195
-0.232 0.120 -0.080
-0.050 -0.003 0.170
0.125 0.138 -0.042
-0.048 -0.146 -0.046
-0.017 -0.056 0.023
-0.011 -0.022 -0.029
-0.038 -0.032 0.044
0.029 -0.001 -0.039
0.001 0.042 -0.035
0.041 0.041 0.018
0.008 0.028 0.065
0.024 -0.056 -0.020
0.036 -0.087 0.025
-0.004 -0.061 0.033
0.097 -0.040 -0.021
0.039 -0.090 0.129
0.076 0.044 0.035
0.019 0.014 -0.041
0.017 -0.085 -0.057
-0.044 -0.015 -0.021
-0.017 -0.049 0.008
-0.009 0.055 0.016
0.032 0.024 0.018
0.011 0.022 0.017
0.058 0.056 0.100
-0.092 0.093 0.020
0.008 -0.202 0.024
-0.038 0.134 0.062
-0.005 -0.059 -0.233
-0.007 -0.004 -0.028
-0.006 -0.026 -0.004
0.011 -0.003 0.003
0.041 -0.009 -0.018
-0.007 0.043 -0.004
-0.025 0.042 0.002
0.015 0.020 0.065
0.006 -0.020 0.034

Output
ΔE to the lowest compared entry with this formula, charge and spin = 7.37 kcal per mole
total charge = +2
LUMO = -5.78 eV
HOMO-LUMO gap = 8.34 eV
multiplicity = 1

[3]
ORCA calculation (ωB97M-V with the def2-TZVPD basis set) on one molecule with the formula C4H4FN at a distorted geometry.

Geometry (Å):
1 F 1.512565 -0.734110 1.899645
2 C 0.919169 -0.353707 0.649003
3 C 0.453214 -1.023025 -0.366225
4 C -0.332251 -0.169710 -1.079176
5 N -0.533631 0.911143 -0.389445
6 C 0.252745 0.805417 0.698062
7 H 0.566733 -2.114795 -0.725613
8 H -1.169636 -0.379841 -1.866602
9 H -1.585653 1.549925 -0.306266
10 H -0.083254 1.508703 1.486619

Cartesian forces, eV/Å:
-0.299 -0.103 -2.637
1.766 1.523 7.331
-0.010 -6.431 -5.541
-4.457 -2.738 -4.242
-4.039 4.836 1.661
-1.764 4.228 2.364
0.298 2.102 0.860
2.341 -0.023 1.154
4.762 -2.667 -0.795
1.401 -0.727 -0.155

Output
ΔE to the lowest compared entry with this formula, charge and spin = 58.06 kcal per mole
total charge = 0
LUMO = 0.34 eV
HOMO-LUMO gap = 8.79 eV
multiplicity = 1

[4]
ORCA calculation (ωB97M-V with the def2-TZVPD basis set) on C5H17B2BeCl11 as an isolated structure at a distorted geometry.

Geometry (Å):
1 Be 0.663965 1.056300 2.223310
2 B -0.841006 -0.062150 0.577855
3 H -1.398542 0.015392 1.498383
4 H -0.094867 -0.819905 0.760408
5 H -1.506696 -0.459994 -0.172371
6 H -0.463546 0.911824 0.307429
7 B 2.916989 -0.409517 2.041228
8 H 2.587105 -0.946157 2.917265
9 H 2.137002 -0.414756 1.295686
10 H 3.132392 0.592798 2.377695
11 H 3.786389 -0.905290 1.637990
12 C 3.856799 2.608674 -0.618373
13 Cl 4.776174 1.180159 -1.066516
14 Cl 4.561370 3.379457 0.892836
15 Cl 2.153473 2.065572 -0.348700
16 H 3.834907 3.360634 -1.407159
17 C -4.006564 -1.811999 -0.374159
18 Cl -5.161056 -2.876408 -1.318794
19 Cl -4.726973 -1.006683 1.029758
20 H -3.185560 -2.489534 -0.139600
21 H -3.652868 -1.069510 -1.089503
22 C 0.415015 0.574484 -3.238695
23 Cl 0.770153 -0.740459 -4.306565
24 Cl 1.417938 1.977126 -3.614026
25 H -0.634854 0.865520 -3.273152
26 H 0.587038 0.294744 -2.199345
27 C 0.762323 -3.658145 -0.464739
28 Cl 1.436863 -3.791871 -2.075391
29 Cl 0.005940 -5.143224 0.043523
30 H 1.511740 -3.313258 0.247660
31 H -0.017468 -2.896682 -0.450131
32 C -3.208208 2.624843 1.601215
33 Cl -2.042125 2.619929 2.947508
34 Cl -3.355091 4.369188 1.058799
35 H -2.843437 2.055517 0.746281
36 H -4.174712 2.263383 1.952389

Cartesian forces, eV/Å:
-0.237 -2.053 -2.849
0.967 0.885 1.469
-2.271 0.215 4.062
3.485 -3.287 0.603
-2.257 -1.068 -2.855
2.005 4.344 -1.342
0.278 1.399 1.158
-2.409 -2.498 3.382
-4.436 -0.988 -3.553
1.283 4.387 1.408
3.098 -1.130 -1.995
0.544 -0.147 1.226
-0.019 0.515 -0.073
-0.766 -0.588 -1.271
-0.091 0.320 0.412
0.012 -0.238 0.145
-0.313 -0.675 -1.207
0.477 0.756 0.741
0.270 -0.385 -0.371
-0.227 0.294 0.570
-0.217 0.033 0.275
-0.459 0.502 0.974
-0.042 -0.559 -0.276
-0.006 0.205 -0.087
0.143 -0.020 -0.518
0.368 -0.137 -0.164
-0.043 -0.317 -0.255
0.002 0.363 0.271
0.042 0.014 0.281
0.245 -0.221 0.003
-0.197 0.379 -0.210
-0.093 1.440 -0.787
0.611 -0.544 0.141
-0.122 -1.313 0.247
0.103 -0.029 0.363
0.272 0.145 0.081

Output
total charge = +1
LUMO (alpha / beta) = -7.63 / -10.38 eV
HOMO-LUMO gap (alpha / beta) = 5.65 / 2.86 eV
multiplicity = 2

Number 1: M 318.34 g mol⁻¹, E -1240.83485 Ha. Number 2: M 865.00 g mol⁻¹, E -3819.25136 Ha. Number 3: M 85.08 g mol⁻¹, E -309.32929 Ha. Number 4: M 497.81 g mol⁻¹, E -5326.49474 Ha.